1.
66
Properties=species:S:1:pos:R:3:forces:R:3 method="wB97M-V/def2-TZVPD" de_lowest_kj_mol=9.4 gap_ev=7.73 homo_ha=-0.2827
C 4.830463 -0.777399 -2.711480 -0.1 0.0 0.1
C 5.209285 -1.127069 -1.408091 -0.3 0.1 0.0
C 4.313134 -0.948209 -0.348037 0.0 0.1 -0.4
C 3.045796 -0.401302 -0.580295 -0.3 0.0 0.2
C 2.089703 -0.186412 0.597578 0.1 -0.2 0.1
C 1.236796 -1.405304 0.917784 0.1 0.0 -0.2
C 0.812798 -1.600565 2.236944 0.2 -0.3 -0.1
C 0.039244 -2.708529 2.566305 -0.1 0.1 -0.2
C -0.389998 -3.575846 1.557265 0.2 -0.2 0.0
C 0.007078 -3.368440 0.237363 0.1 0.2 0.0
C 0.835713 -2.289355 -0.084069 -0.2 0.0 0.3
C 1.193988 1.057944 0.415588 -0.8 0.2 -0.1
C 2.065360 2.282518 0.218662 0.6 -0.1 -0.1
C 1.344095 3.586085 0.439362 -0.5 0.1 0.2
N 0.614099 3.508193 1.705645 0.2 0.9 -0.4
C 0.121755 2.306348 2.138801 0.4 -1.0 -0.8
N 0.264846 1.168969 1.550586 0.4 0.8 0.6
S -0.716264 2.547564 3.681384 -0.2 -0.2 0.0
C -0.512262 4.274550 3.572076 -0.1 0.7 0.1
C -0.983346 5.260494 4.436590 0.2 0.0 -0.4
C -0.711974 6.604589 4.138176 0.1 -0.1 -0.2
C 0.008337 6.957890 2.983799 -0.2 -0.4 0.2
C 0.469126 5.963799 2.112334 -0.1 0.0 0.1
C 0.203394 4.630619 2.428779 0.4 -0.1 -0.2
C 2.659298 -0.084415 -1.885191 0.4 -0.1 -0.3
C 3.551028 -0.265276 -2.950474 0.0 0.0 0.3
H 5.529821 -0.907342 -3.541947 -0.2 0.0 0.3
H 6.202872 -1.539653 -1.212213 -0.3 0.1 -0.1
H 4.589441 -1.231092 0.672425 0.0 0.1 -0.4
H 2.716314 0.011250 1.482737 -0.2 0.0 -0.2
H 1.105502 -0.870590 2.993618 -0.1 -0.3 -0.2
H -0.248202 -2.877871 3.604620 0.0 0.0 -0.3
H -1.032462 -4.420647 1.799260 0.2 0.2 0.0
H -0.329384 -4.036337 -0.558111 0.1 0.1 0.3
H 1.151150 -2.113596 -1.115307 -0.1 -0.2 0.3
H 0.563517 0.894487 -0.484767 0.2 0.1 0.4
H 2.909683 2.221469 0.920975 -0.1 0.0 -0.1
H 2.481743 2.255341 -0.791100 0.1 0.2 0.2
H 2.061256 4.411104 0.503942 -0.2 -0.1 -0.1
H 0.636304 3.785398 -0.380486 0.1 0.1 0.1
H -1.545859 4.954112 5.314790 0.1 0.3 -0.1
H -1.066387 7.385281 4.810537 0.1 -0.2 -0.2
H 0.211621 8.009581 2.765357 -0.1 -0.4 0.1
H 1.027033 6.206747 1.205202 -0.2 0.0 0.3
H 1.653809 0.304161 -2.080298 0.4 -0.1 0.0
H 3.231549 0.003721 -3.959486 0.2 -0.1 0.3
C -2.808971 -3.769135 -5.259203 0.0 -0.1 -0.2
C -3.179664 -3.437348 -3.840777 0.0 0.1 0.3
C -3.713752 -2.180647 -3.531959 -0.1 0.0 0.2
C -3.947360 -1.801888 -2.212843 0.3 0.0 -0.1
C -3.601808 -2.682295 -1.188664 0.1 0.1 0.0
S -3.631911 -2.117508 0.502227 1.3 0.4 0.3
O -4.782198 -1.292092 0.739895 0.5 -0.3 -0.1
O -3.315102 -3.255507 1.328152 -0.4 1.0 -0.4
N -2.159596 -0.982490 0.545652 -1.3 -0.9 -0.3
C -2.039411 -0.324737 1.576400 -1.4 0.1 2.2
O -2.092207 0.229560 2.620197 0.2 -1.1 -2.1
C -3.197837 -3.990333 -1.472999 0.3 0.3 0.0
C -2.969375 -4.349278 -2.799365 -0.1 0.1 -0.1
H -2.394157 -4.776485 -5.330910 0.0 0.1 0.0
H -3.667023 -3.710029 -5.939696 0.1 0.0 0.2
H -2.058279 -3.064728 -5.633759 -0.1 -0.1 0.1
H -3.921199 -1.482059 -4.342230 0.0 -0.1 0.2
H -4.355875 -0.824237 -1.972140 0.2 -0.1 0.0
H -3.025306 -4.700157 -0.669083 0.1 0.2 -0.1
H -2.589783 -5.345573 -3.036024 -0.2 0.3 0.1

2.
39
Properties=species:S:1:pos:R:3:forces:R:3 method="wB97M-V/def2-TZVPD" de_lowest_kj_mol=0.0 gap_ev=8.04 homo_ha=-0.2837
C -1.663824 -5.143338 -0.298773 0.0 0.3 0.3
C -1.324261 -4.424736 0.997653 0.3 -0.4 -0.2
O -1.986282 -3.156151 1.084701 -0.2 0.1 0.1
C -1.424721 -2.146083 0.426189 -0.6 0.6 0.2
O -0.385480 -2.195532 -0.193178 0.6 -0.3 -0.3
N -2.172977 -1.014387 0.533792 -0.2 -0.3 0.0
C -1.717067 0.233657 -0.034589 0.4 -0.5 0.1
N -0.950751 1.022619 0.878120 0.1 -0.1 -0.1
C 0.420844 1.180189 0.902615 -0.3 0.0 0.1
S 0.982791 2.463695 1.771738 0.3 0.5 0.4
N 1.137484 0.246206 0.257381 -0.7 -0.3 -0.2
C 2.518015 0.149520 0.042579 0.6 0.2 0.0
C 2.995707 -1.094796 -0.375862 0.0 0.2 0.1
C 4.333993 -1.281649 -0.630477 0.2 0.1 0.0
C 5.238211 -0.227548 -0.479269 -0.2 0.0 0.0
O 6.541770 -0.518344 -0.751120 -0.2 -0.2 0.0
C 7.498628 0.503284 -0.612244 0.1 0.1 0.0
C 4.760540 1.013796 -0.078413 0.4 -0.2 -0.1
C 3.412746 1.201481 0.177698 -0.2 0.0 0.0
C -2.935498 1.031307 -0.531116 -0.1 0.2 -0.4
Cl -2.389845 2.527976 -1.309006 0.0 -0.2 0.1
Cl -3.856792 0.058753 -1.692795 0.1 0.1 0.0
Cl -3.992821 1.439426 0.839958 0.0 0.0 0.1
H -1.200746 -6.125625 -0.299895 0.0 -0.1 0.0
H -2.740661 -5.257343 -0.395300 -0.1 -0.1 0.0
H -1.289752 -4.577049 -1.148115 0.0 0.0 -0.1
H -1.682762 -4.981041 1.865259 0.1 0.1 -0.1
H -0.244062 -4.267094 1.075201 -0.2 0.0 0.1
H -2.951661 -1.011643 1.175001 0.1 0.0 0.0
H -1.099193 -0.024441 -0.906982 -0.3 0.2 0.2
H -1.442405 1.685115 1.462809 0.2 0.0 -0.1
H 0.650652 -0.609864 -0.010950 -0.1 0.2 0.1
H 2.301461 -1.913398 -0.499550 -0.1 -0.1 0.0
H 4.710695 -2.239963 -0.950570 0.0 -0.1 0.0
H 7.300516 1.335909 -1.295091 0.0 0.0 0.0
H 8.454489 0.048590 -0.868075 0.0 0.1 0.0
H 7.540239 0.878442 0.415411 0.0 0.0 0.0
H 5.425251 1.854245 0.040833 0.1 0.1 0.0
H 3.067474 2.172887 0.486674 0.0 0.0 0.0

3.
32
Properties=species:S:1:pos:R:3:forces:R:3 method="wB97M-V/def2-TZVPD" multiplicity=6 gap_ev="6.10 / 6.54" homo_ha="-0.2453 / -0.3037"
Ru 1.289695 -1.401720 -0.204875 -1.3 1.3 -1.4
Cl 2.973078 -1.957676 1.210458 0.6 -0.7 0.7
C 1.377611 0.428691 -1.096440 0.0 0.9 -0.5
H 0.537157 1.103343 -0.871350 0.3 -0.2 0.0
H 1.644510 0.468957 -2.167463 -0.3 -0.1 0.7
H 2.242759 0.744336 -0.503715 0.1 0.2 0.1
Sn -1.244898 -1.102044 -1.607841 0.4 -0.5 -1.5
C -2.177932 -3.142058 -1.604005 -0.4 0.4 0.4
C 1.715748 -2.059625 -2.140408 1.1 -0.3 -0.9
C -2.441019 0.768355 -2.054739 1.1 -0.1 2.0
H 1.681867 -1.331298 -2.972264 -0.4 -0.5 0.5
H 2.786325 -2.289858 -2.023415 -0.1 -0.2 0.0
H 1.200827 -2.976820 -2.457702 0.0 0.2 0.2
H -3.271043 -3.084715 -1.576858 0.2 -0.1 -0.1
H -1.858394 -3.677145 -2.515325 0.0 0.4 0.3
H -1.847187 -3.711315 -0.726792 0.0 0.1 -0.2
H -1.753202 1.560522 -2.434880 -0.7 -0.6 0.0
H -3.073889 1.142220 -1.218568 0.0 -0.2 -1.0
C -0.241756 -0.791396 1.186931 -0.5 0.0 0.6
C -0.075182 0.616391 1.682915 -0.1 -0.5 -0.1
C -1.043660 1.580247 1.371716 0.3 -0.2 -0.2
C -0.789958 2.917863 1.630184 -0.1 0.6 0.5
C 0.383142 3.311237 2.297932 -0.3 -0.4 0.0
C 1.286906 2.322866 2.718268 -0.2 0.3 0.3
C 1.070462 0.979651 2.415646 -0.7 0.5 -0.7
H -1.280515 -0.989015 0.849996 0.2 0.2 0.7
H 0.011602 -1.536751 1.962148 -0.2 0.2 -0.2
H -1.987077 1.254439 0.910613 0.5 0.3 0.1
H -1.552509 3.667784 1.385970 0.4 -0.3 0.0
H 0.535224 4.366899 2.555535 0.0 -0.5 -0.2
H 2.133659 2.622084 3.341111 -0.1 -0.2 -0.3
H 1.767649 0.195550 2.657215 0.3 0.0 0.2

4.
14
Properties=species:S:1:pos:R:3:forces:R:3 method="wB97M-V/def2-TZVPD" de_lowest_kj_mol=312.6 gap_ev=9.07 homo_ha=-0.3000
H -2.198083 1.721964 -0.158264 -1.3 -1.3 -0.8
N -2.551287 0.895273 -0.768666 3.3 1.9 0.9
C -1.472401 0.221386 -0.984302 -0.6 -2.2 0.7
N -0.172741 0.144462 -0.338639 0.9 -0.9 -0.3
C 0.524038 -1.233575 -0.597991 -4.6 0.8 -0.7
C 0.378584 0.922577 0.751384 1.6 -1.0 0.8
C 1.669920 0.593161 1.353834 -5.4 2.3 -0.1
F 2.239038 -0.494508 0.890397 1.8 -0.8 0.0
H -1.612457 -0.738582 -1.632391 0.4 2.0 0.9
H 0.297689 -1.820833 0.293605 1.7 0.2 0.4
H -0.335969 -1.762795 -1.162457 2.2 0.7 -0.4
H 1.498743 -1.098893 -1.081868 -0.6 -0.7 0.4
H -0.355033 1.717937 1.077067 1.6 -0.8 0.0
H 2.089960 0.932426 2.358291 -0.8 -0.1 -1.8

Electronic energy / hartree: -2383.86806 -2673.77305 -1199.01831 -365.85944